# 1
{"formula": "C3H6NO3S2", "method": "ωB97M-V/def2-TZVPD", "symbols": ["S", "S", "O", "O", "O", "N", "C", "C", "C", "H", "H", "H", "H", "H", "H"], "coordinates": [[-0.831985, -1.089570, 0.942994], [-0.491786, 0.261597, -0.771886], [-1.678304, 1.075013, -0.879256], [2.342147, -0.416546, -1.156554], [0.606372, 1.104213, -0.234688], [-0.190110, -0.466303, -2.073249], [-2.647377, -0.935779, 0.864891], [2.148219, 0.359107, -0.199987], [2.819887, 1.083719, 0.658872], [2.241702, 1.736618, 1.278703], [-2.804175, -1.662578, 1.738073], [3.997502, 1.123786, 0.753306], [-3.182284, -1.304699, -0.022437], [0.775543, -0.870943, -2.095900], [-3.105350, 0.002364, 1.197119]], "forces_ev_per_a": [[-0.6546, 1.1459, -1.2586], [-1.1240, -0.9638, -2.0119], [-0.2910, -0.2646, 0.5446], [-0.3500, 0.9771, 2.3709], [1.6332, 0.1886, 0.9236], [0.3065, -0.4315, 0.5167], [-0.3581, -1.6556, 2.1506], [0.8949, -1.3916, -4.2596], [2.9425, 1.1905, 2.0369], [0.0896, 0.3253, 0.2710], [-0.5997, 0.7158, -1.1878], [-2.7936, -0.5674, -0.3465], [0.6725, 0.0467, 0.1572], [-1.0437, 0.6248, 0.3842], [0.6756, 0.0598, -0.2916]], "fmax_ha_per_bohr": 0.089, "charge": -1, "mol_weight_g_mol": 168.2, "e_tot_ha": -1194.726209, "smiles": "C=C([O-])O[S@](=N)(=O)SC", "orbital_gap_ev": 7.6, "e_homo_ev": -4.344, "multiplicity": 1}

# 2
{"formula": "C5H7NOS", "method": "ωB97M-V/def2-TZVPD", "symbols": ["S", "O", "N", "C", "C", "C", "C", "C", "H", "H", "H", "H", "H", "H", "H"], "coordinates": [[-1.775421, 0.329874, 0.364383], [-2.618998, 1.141181, -0.527419], [0.710131, 0.393639, 1.274887], [0.856146, 0.774657, -0.932870], [0.012545, 0.423418, 0.065404], [2.176908, 0.681323, -0.360540], [2.031540, 0.529305, 0.998230], [-1.961650, -1.440409, -0.302792], [0.363470, 0.334308, 2.154510], [-2.690748, -1.324720, -1.121380], [-1.106740, -1.813798, -0.877809], [2.663137, 0.373893, 1.844583], [0.654874, 0.886542, -2.000888], [-2.328189, -2.084015, 0.449361], [3.013000, 0.794808, -1.027659]], "forces_ev_per_a": [[1.6703, -1.3510, -0.6366], [-0.0639, 0.3588, -0.3878], [0.4540, 0.0935, -1.2432], [6.2528, 0.7554, -3.3762], [-6.5023, -1.0663, 4.0632], [-2.6022, 1.0444, -3.9910], [1.1153, -0.5738, 1.6338], [-0.0985, 1.3979, -2.0053], [-1.4325, -0.1999, 2.6746], [-0.2936, 0.0839, 0.6066], [0.2894, 0.0756, 0.8457], [0.9171, 0.1750, -0.1541], [-0.0071, -0.0492, 0.6311], [-0.1902, -0.7267, 0.8017], [0.4914, -0.0176, 0.5374]], "fmax_ha_per_bohr": 0.151, "mol_weight_g_mol": 129.2, "e_tot_ha": -722.674884, "s2": 2.02, "orbital_gap_ev": [5.1, 6.7], "e_homo_ev": [-4.416, -9.042], "multiplicity": 3}

# 3
{"formula": "C3H9NO", "method": "ωB97M-V/def2-TZVPD", "symbols": ["O", "N", "C", "C", "C", "H", "H", "H", "H", "H", "H", "H", "H", "H"], "coordinates": [[0.403542, -2.444750, 0.093858], [-0.801774, 1.486096, 0.969949], [-0.088715, 1.309361, -0.353409], [-0.245792, -1.157447, 0.010709], [0.656157, -0.014048, -0.406039], [-1.040046, -1.184737, -0.590163], [-0.579581, -0.953232, 0.968393], [-1.453201, 0.760668, 1.320447], [-0.175823, 1.641648, 1.746565], [-1.021631, 1.145116, -1.159709], [1.060270, -0.111827, -1.440856], [1.602023, -0.087386, 0.186220], [0.981198, -2.424064, -0.657578], [0.703373, 2.034601, -0.688388]], "forces_ev_per_a": [[-0.5104, 0.9174, 0.0450], [0.3543, 0.8894, -0.2644], [-2.4750, -1.9397, -0.5128], [3.8645, -0.5649, 0.9312], [1.3967, -0.8603, -0.5095], [-3.3680, -0.3726, -2.6806], [-0.6267, 0.2026, 1.9623], [0.7141, 0.5435, -1.2566], [0.3488, 0.1763, -0.1292], [2.6273, 1.0322, 1.7893], [-0.5353, -0.2788, 0.2890], [-0.7776, 0.5339, 0.1189], [0.6299, -0.5385, -0.5735], [-1.6427, 0.2595, 0.7909]], "fmax_ha_per_bohr": 0.084, "mol_weight_g_mol": 75.1, "e_tot_ha": -249.638249, "smiles": "NCCCO", "orbital_gap_ev": 10.2, "e_homo_ev": -9.252, "multiplicity": 1}

# 4
{"formula": "C29H75ClO8P", "method": "ωB97M-V/def2-TZVPD", "symbols": ["Cl", "P", "O", "O", "O", "O", "O", "O", "O", "O", "C", "C", "C", "C", "C", "C", "C", "C", "C", "C", "C", "C", "C", "C", "C", "C", "C", "C", "C", "C", "C", "C", "C", "C", "C", "C", "C", "C", "C", "H", "H", "H", "H", "H", "H", "H", "H", "H", "H", "H", "H", "H", "H", "H", "H", "H", "H", "H", "H", "H", "H", "H", "H", "H", "H", "H", "H", "H", "H", "H", "H", "H", "H", "H", "H", "H", "H", "H", "H", "H", "H", "H", "H", "H", "H", "H", "H", "H", "H", "H", "H", "H", "H", "H", "H", "H", "H", "H", "H", "H", "H", "H", "H", "H", "H", "H", "H", "H", "H", "H", "H", "H", "H", "H"], "coordinates": [[-5.106500, 5.364520, -0.625459], [-3.633968, 3.050636, -1.654877], [-3.556404, 1.487295, -1.452135], [11.190871, -4.374089, 1.449525], [-7.780773, 7.491691, 1.695129], [-7.758843, -1.416559, 1.342937], [0.849379, -1.795474, -2.869034], [2.449673, -4.511940, 0.121680], [6.555287, -4.391932, 2.774958], [-1.827393, 2.500052, -5.910852], [-0.960756, 3.602208, -1.253409], [12.447872, -6.387667, 1.915440], [-0.753600, 1.869945, -5.204486], [-4.417762, 3.250299, -4.357806], [-8.382421, -1.196516, 3.670739], [4.227194, -5.684797, -1.026093], [-7.317575, -0.939733, 2.616537], [-6.650283, 1.590825, -0.691387], [13.500405, -4.113213, 2.120761], [-0.088389, -1.554065, -1.820467], [-5.993776, -1.589646, 2.990179], [-3.300677, 3.540546, -3.359858], [4.677816, -3.579543, 0.266426], [7.277526, -3.283164, 3.317598], [-7.373582, 6.388268, 3.808147], [-6.150008, 8.491440, 3.175516], [8.768548, -3.581560, 3.322646], [0.516774, 2.694573, -5.340135], [-5.989869, 2.833371, -0.111650], [6.763861, -2.963316, 4.713863], [12.223282, -4.925540, 2.268772], [0.015403, -2.636244, -0.758635], [-5.281187, 3.677188, -1.163483], [-0.547577, 0.441825, -5.682564], [-1.498594, -1.469602, -2.387070], [-7.452815, 7.714450, 3.067303], [3.677064, -4.334929, -0.593041], [-2.329596, 3.716138, -0.598751], [-0.369370, 2.179760, -1.213497], [-6.587579, 5.758667, 3.378498], [-0.676908, -2.450030, 0.065345], [0.816916, 2.760374, -6.388079], [6.916791, -3.816274, 5.380634], [12.767906, -6.483923, 0.874418], [-5.943085, 0.875342, -1.085551], [-7.895198, -2.368672, 1.418197], [4.267434, -2.613993, 0.569334], [0.082020, 1.979405, -2.178531], [0.186237, -0.589166, -1.391373], [0.430249, 2.098757, -0.487776], [-4.172681, 3.781972, -5.268774], [5.693307, -2.753881, 4.692225], [-5.623423, -1.214986, 3.945111], [-8.078287, -0.810655, 4.644291], [-7.190853, 1.084145, 0.098697], [11.860725, -4.850262, 3.295030], [-2.225951, -1.257479, -1.599425], [-5.325897, 2.582496, 0.711950], [9.122499, -3.810636, 2.323132], [-0.210162, -3.616786, -1.184909], [-7.074024, 6.963667, 1.307921], [-2.409023, 3.005987, -3.673305], [-0.271248, 0.410657, -6.739101], [11.483102, -4.426180, 0.531494], [-1.118850, 1.421787, -1.024514], [-1.064665, 1.850002, -4.155230], [-4.022473, 0.995324, -2.154776], [0.238752, -0.042214, -5.101163], [-0.287305, 4.270719, -0.732652], [-6.223324, 9.437304, 2.638949], [-1.562391, -0.684553, -3.145777], [-7.155327, 6.536314, 4.866239], [0.355901, 3.713674, -4.983663], [1.338073, 2.252245, -4.774897], [-3.079046, 4.602608, -3.315400], [0.635563, -2.647373, -3.268749], [2.642603, -5.033759, 0.909961], [-5.392459, 3.606641, -4.047329], [-7.379587, 1.875119, -1.444119], [-6.109430, -2.673409, 3.067275], [-6.777386, 3.461599, 0.286810], [-7.174524, 0.136923, 2.499773], [-5.328624, 7.922986, 2.727956], [3.498689, -6.218077, -1.638346], [5.611626, -3.407805, -0.270727], [-1.469128, -0.131300, -5.570565], [-1.588680, 2.533835, -6.845087], [6.717143, -5.154744, 3.342957], [-5.240965, -1.396357, 2.224184], [13.321409, -3.068755, 2.377214], [13.210475, -6.836916, 2.552693], [9.338178, -2.733611, 3.706731], [-2.373019, 3.193957, 0.351500], [-5.896985, 8.700056, 4.215514], [-8.268113, 8.311447, 3.475559], [-1.776976, -2.410289, -2.868146], [-8.314320, 5.844209, 3.719893], [-4.447843, 2.205661, -4.637773], [-2.570072, 4.759742, -0.422035], [4.904681, -4.135762, 1.178221], [-5.912821, 3.704862, -2.044374], [5.147751, -5.571099, -1.599491], [-9.323328, -0.724666, 3.387716], [11.523112, -6.954600, 2.026392], [1.024500, -2.689391, -0.359120], [3.425946, -3.743178, -1.475707], [7.279074, -2.099833, 5.136489], [-0.967984, 3.937183, -2.283871], [4.440215, -6.307170, -0.153075], [8.980182, -4.453434, 3.949897], [-8.570519, -2.268593, 3.768412], [13.852363, -4.140711, 1.085957], [14.292307, -4.498944, 2.763826], [7.076267, -2.440950, 2.653677]], "forces_ev_per_a": [[0.0884, 0.2176, -0.1169], [0.5492, 1.2720, 0.0077], [-0.4054, -0.4676, -0.6327], [0.0025, 0.0106, 0.0130], [-0.1610, 0.0623, -0.0108], [0.0910, 0.2218, -0.0831], [-0.0115, 0.2622, -0.0778], [-0.0833, 0.0176, -0.0722], [-0.0760, 0.0173, -0.0433], [-0.1222, -0.0001, 0.1923], [0.5576, -0.6635, 0.2170], [-0.1406, -0.0659, 0.0618], [0.4214, -0.1215, -0.5497], [0.1853, 0.2903, -0.2196], [-0.1099, 0.1249, -0.0447], [-0.1356, -0.0544, -0.1260], [-0.0334, -0.4622, 0.2069], [-0.0679, 0.2078, 0.2896], [-0.0457, 0.1400, 0.0783], [-0.2271, -0.5080, -0.0080], [0.1016, 0.1019, -0.1104], [-0.5689, -0.4887, 0.3560], [-0.1749, 0.1372, 0.0236], [0.2249, -0.2462, 0.4480], [-0.1628, -0.0484, -0.0011], [-0.0499, 0.1438, -0.0559], [-0.1260, 0.0446, -0.0926], [-0.0625, 0.1356, 0.1765], [-0.0747, -0.1451, -0.0264], [-0.1778, 0.0748, -0.0568], [0.2781, -0.1003, -0.3471], [0.0937, 0.1807, 0.0429], [-0.1013, -0.3112, 0.1951], [-0.1537, -0.0550, 0.1569], [-0.0677, 0.2534, -0.1176], [0.4028, -0.2327, -0.0137], [0.3158, -0.1884, 0.2670], [-0.3936, 0.0375, -0.4006], [0.1136, 0.4413, -0.3732], [0.0701, 0.0594, 0.0278], [-0.0174, -0.0173, -0.0203], [0.0205, -0.0808, -0.0061], [0.0922, 0.0078, -0.0006], [0.0786, 0.0384, 0.0137], [0.0886, -0.1909, -0.1981], [-0.0226, 0.0689, -0.0221], [-0.0016, 0.0170, -0.0728], [0.1262, -0.2961, -0.1449], [0.1286, 0.0075, -0.0594], [-0.0202, -0.0883, 0.2872], [0.0429, 0.0383, -0.1958], [0.0161, 0.0299, -0.0220], [-0.0076, -0.0225, 0.0121], [0.0048, -0.0223, 0.0075], [-0.1245, -0.2014, 0.1073], [-0.1108, 0.0549, -0.0228], [0.0045, -0.0497, 0.0182], [0.1404, 0.0095, 0.1154], [0.0334, 0.0298, -0.0510], [-0.0632, 0.0080, -0.0099], [-0.0023, 0.0205, 0.0230], [0.1338, 0.1770, 0.0425], [0.0720, 0.1149, 0.0183], [0.0011, -0.0064, 0.0703], [-0.0632, -0.1841, 0.0770], [0.0199, -0.0693, -0.0299], [0.2345, -0.1288, 0.3423], [-0.0203, -0.0615, -0.0229], [0.0627, 0.2421, 0.1195], [-0.0306, 0.0093, 0.0271], [0.0178, 0.0159, 0.0172], [0.0220, -0.0110, -0.0023], [0.0025, -0.0029, 0.0232], [0.0050, -0.0172, -0.0312], [0.1083, 0.2493, 0.0379], [0.0594, 0.0169, 0.0823], [0.0299, 0.0463, -0.0552], [-0.1852, -0.0560, 0.1219], [-0.0309, -0.0782, -0.2389], [-0.0476, 0.0021, 0.0708], [-0.0970, 0.1881, 0.2194], [-0.0373, 0.0145, -0.1028], [-0.0028, -0.0650, 0.0643], [0.0079, 0.0297, -0.0256], [0.0184, -0.0257, 0.0214], [0.0201, -0.0280, 0.0194], [-0.0229, -0.0048, 0.0568], [0.0443, 0.0652, -0.0349], [-0.0040, 0.0299, 0.0089], [-0.0098, -0.0154, 0.0374], [0.0150, 0.0008, -0.0159], [0.0116, -0.0167, 0.0156], [0.0097, -0.1100, 0.2415], [0.0183, -0.0142, -0.0011], [-0.0696, 0.0085, -0.0992], [-0.0053, -0.0427, 0.0725], [-0.0178, 0.0359, 0.0219], [-0.1493, -0.2896, 0.0919], [-0.1554, 0.0964, 0.0539], [0.0790, -0.0294, -0.1016], [-0.0045, 0.0449, -0.2169], [0.0163, -0.0046, 0.0212], [0.0202, 0.0320, 0.0019], [0.0027, 0.0122, 0.0385], [0.0055, -0.0179, 0.0352], [-0.1476, 0.0069, 0.0270], [0.0159, -0.0141, 0.0149], [-0.1956, 0.2732, -0.1161], [0.0761, 0.0574, 0.0287], [-0.0331, 0.0499, 0.0845], [0.0798, -0.0188, 0.0346], [0.0213, -0.0868, 0.0027], [0.0102, -0.0094, -0.0166], [-0.0806, -0.0671, -0.0918]], "fmax_ha_per_bohr": 0.027, "charge": 1, "mol_weight_g_mol": 618.3, "e_tot_ha": -2553.184331, "orbital_gap_ev": 8.7, "e_homo_ev": -11.299, "multiplicity": 1}

# 5
{"formula": "C10H9AlI2N3O4SY", "method": "ωB97M-V/def2-TZVPD", "symbols": ["I", "I", "Y", "S", "Al", "O", "O", "O", "O", "N", "N", "N", "C", "C", "C", "C", "C", "C", "C", "C", "C", "C", "H", "H", "H", "H", "H", "H", "H", "H", "H"], "coordinates": [[0.927787, -2.444600, 3.112981], [-3.715298, 1.443162, -1.679278], [-1.513123, 1.237772, 0.007795], [-0.569737, -1.232993, -0.151267], [0.539637, -0.365645, 1.665474], [3.627534, 0.033080, 0.626657], [-1.202642, 4.669402, 0.761520], [0.708714, 2.350954, -2.709093], [1.457010, 1.818694, 3.976113], [-2.847551, 1.999071, 4.196410], [-1.854781, 0.854725, 2.270224], [-1.613961, 3.415060, 5.822182], [-2.185120, 2.743674, 5.046891], [0.401009, -1.717529, -1.829159], [-2.280989, 1.398776, 3.240891], [2.502152, 0.079281, 0.860295], [1.687521, -0.938583, -2.063708], [-0.591559, -1.536287, -2.973669], [0.155584, 2.000836, -1.781567], [0.662287, -3.192608, -1.504923], [-1.053817, 3.538952, 0.581033], [1.028266, 1.219838, 3.073193], [1.851419, -0.846950, -3.154299], [1.235546, -3.275959, -0.573843], [-1.525681, -2.072514, -2.774235], [1.226475, -3.666994, -2.317346], [2.548281, -1.471992, -1.645979], [1.681231, 0.090951, -1.669853], [-0.848212, -0.483367, -3.156763], [-0.144493, -1.939948, -3.900242], [-0.293491, -3.708256, -1.356438]], "forces_ev_per_a": [[0.0399, -0.2827, 0.3072], [-1.7550, 0.1776, -1.2513], [-1.0666, -1.0570, 1.5687], [0.4388, 1.0339, 0.7153], [-0.5071, -0.7451, 0.3302], [-4.8574, 0.4082, 0.8819], [0.8370, -5.1091, -0.7332], [-1.4204, -0.8604, 2.5041], [-2.5585, -3.1077, -5.0185], [1.2408, -3.0061, -3.8573], [2.3725, -1.0832, -4.0838], [-1.1090, -1.4750, -1.7596], [1.7492, 2.6755, 3.1065], [0.7452, -0.8347, -0.8640], [-2.7688, 2.8488, 4.7613], [5.3191, -0.6095, -0.8006], [0.2748, 0.2812, 0.1349], [-0.6334, 0.1181, 0.5689], [1.6995, 1.2318, -3.0475], [-0.3562, 0.1704, 0.2480], [-0.6640, 6.7012, 1.1265], [2.6028, 3.0126, 5.1923], [-0.0287, -0.1066, 0.4814], [0.1136, -0.1048, -0.2893], [0.1409, -0.0635, -0.1814], [-0.1470, 0.1128, 0.0596], [-0.0916, 0.1484, -0.0613], [-0.0073, -0.3509, -0.1871], [0.2197, -0.0600, -0.0728], [-0.0829, 0.0912, 0.4152], [0.2603, -0.1553, -0.1947]], "fmax_ha_per_bohr": 0.133, "charge": 4, "mol_weight_g_mol": 637.0, "e_tot_ha": -2124.267026, "orbital_gap_ev": [3.1, 2.9], "e_homo_ev": [-20.740, -20.784], "multiplicity": 1}